This record from the Open Molecules 2025 dataset describes C4H7NO2 as an isolated structure. The level of theory is the ωB97M-V functional and the def2-TZVPD basis.

XYZ file:
```
14
Properties=species:S:1:pos:R:3:forces:R:3
C 2.08964 1.06007 -0.12812 -0.035 -0.028 -0.289
C -1.22115 -1.08443 -0.15465 -0.030 -0.041 0.026
H 2.83759 1.07856 -0.94030 -0.096 -0.016 0.109
H -1.70149 -1.32614 0.79820 0.088 0.035 -0.131
C 1.03423 0.12366 -0.58511 -0.040 0.108 -0.030
H 1.02008 -0.24002 -1.61887 0.003 0.094 0.117
O 1.97353 -0.76275 0.10497 0.064 -0.028 0.178
H -2.02752 -0.89540 -0.87330 0.130 -0.008 0.096
H -0.64007 -1.94613 -0.49436 -0.049 0.153 0.043
H 1.92385 -0.54248 1.05152 -0.071 -0.135 -0.056
H -2.17647 2.02257 1.35903 -0.006 -0.170 -0.070
O -2.03454 1.15176 0.96520 -0.235 0.182 0.161
N -0.72630 1.22815 0.52708 0.373 -0.403 -0.291
C -0.35139 0.13258 -0.01129 -0.096 0.257 0.135
```
Forces are in eV/Å.

The value obtained for the relative energy (zero: lowest compared OMol25 entry of this formula, charge and spin) is 6.540 eV. For the electronic energy, the calculation gives -361.64053 hartree. The value obtained for the gap between HOMO and LUMO is 0.3423 Eh. As for the multiplicity: 1.